[1]
2 unconnected molecules or ions with the total composition C7H12N2O2 in a non-equilibrium geometry. Source: OMol25; level of theory: wB97M-V/def2-TZVPD.

```
23
Properties=species:S:1:pos:R:3:forces:R:3
C 0.742 0.891 -1.528 -3.06 0.34 2.04
C 0.483 0.829 -0.026 0.20 -2.46 0.97
C 1.067 2.011 0.746 -3.36 -0.31 -1.64
C 1.183 -0.418 0.573 2.37 -1.30 -2.22
C -1.035 0.572 0.236 2.98 1.71 0.23
C -1.443 0.359 1.556 -0.70 -0.98 2.40
N -1.751 -0.016 2.602 0.17 0.48 -0.49
O -1.964 1.482 -0.510 -1.12 1.83 -0.74
C -1.919 0.232 -0.812 1.01 -1.76 0.42
O -2.244 -0.673 -1.472 -1.56 -0.61 -1.82
H 0.322 0.144 -2.138 -0.87 -1.38 -0.29
H 1.725 0.773 -1.599 4.29 0.35 -0.87
H 0.296 1.788 -1.824 0.09 1.79 -1.08
H 1.374 1.804 1.695 0.81 -0.78 2.53
H 0.297 2.731 0.783 -1.23 1.13 0.56
H 1.757 2.556 0.238 2.62 0.90 -1.71
H 2.245 -0.267 0.959 -1.35 0.21 -0.76
H 1.226 -1.311 -0.127 0.20 1.31 0.15
H 0.695 -0.900 1.341 -1.36 -0.36 2.31
N -0.518 -3.202 -0.291 0.34 -0.31 0.00
H -0.906 -4.016 0.164 -0.10 -0.13 -0.07
H -1.173 -2.876 -0.979 -0.32 0.07 -0.24
H -0.459 -2.490 0.413 -0.04 0.25 0.31
```
Positions in Å, forces in eV/Å.

Output
frontier orbital gap	10.616	eV
SMILES string	CC(C)(C)[C@@]1(C#N)OC1=O.N
LUMO	0.0182	Eh
F_max	4.395	eV Å⁻¹

[2]
C7H12N2O2S in the gas phase in a non-equilibrium geometry. Source: OMol25; level of theory: wB97M-V/def2-TZVPD.

```
24
Properties=species:S:1:pos:R:3:forces:R:3
C -0.755 1.812 -0.240 1.73 -5.76 -1.24
C 1.383 0.951 -1.528 0.36 -0.90 -0.21
C -1.550 -0.393 0.981 1.96 -1.21 2.94
C 0.621 2.007 -0.858 -0.89 2.12 0.25
C -0.526 0.708 0.896 1.12 2.96 1.60
C 1.668 1.295 -0.046 0.29 -1.25 -0.45
C 0.941 0.359 0.812 -0.98 2.37 -1.31
N 0.254 -1.915 -0.462 1.19 -0.63 -0.45
N 0.652 -2.878 0.388 0.32 2.49 -1.58
O -1.844 -1.144 -1.604 0.86 -0.07 1.27
O -1.949 -2.868 0.148 -0.64 -1.26 0.82
S -1.363 -1.666 -0.339 -1.57 2.03 -0.72
H -1.093 2.656 0.142 -1.46 3.88 1.90
H -1.511 1.424 -0.925 0.18 0.08 -0.33
H 1.120 -0.096 -1.682 -0.74 0.62 -0.11
H 2.173 1.243 -2.183 0.35 0.47 -0.44
H -1.406 -0.838 2.116 -0.38 0.27 -3.12
H -2.494 0.079 1.019 -1.41 -0.08 -0.57
H 0.689 3.085 -1.080 0.79 -0.75 -0.55
H -0.598 1.389 1.917 -0.21 -1.81 -1.96
H 2.743 1.462 0.116 -0.81 0.72 0.24
H 1.543 -0.080 1.501 0.94 -1.76 2.35
H 1.457 -3.391 0.082 0.08 -0.30 0.21
H -0.153 -3.204 0.828 -1.06 -2.20 1.46
```
Positions in Å, forces in eV/Å.

Output
frontier orbital gap (alpha / beta)	7.495 / 9.084	eV
LUMO (alpha / beta)	0.0283 / -0.0375	Eh
2S+1	3
F_max	6.140	eV Å⁻¹

[3]
2 unconnected molecules or ions with the total composition C7H12N2O4S in a non-equilibrium geometry. Source: OMol25; level of theory: wB97M-V/def2-TZVPD.

```
26
Properties=species:S:1:pos:R:3:forces:R:3
C 0.451 -1.314 2.468 0.59 0.35 -1.50
C 0.997 -0.686 1.421 -0.27 -0.85 2.57
N 0.465 0.381 0.728 -1.86 0.55 -0.56
C -0.768 0.409 0.380 0.80 -0.41 -0.80
O -1.396 1.452 -0.195 2.04 -1.19 0.33
C -0.460 2.578 -0.225 -3.68 0.31 0.49
S -1.916 -0.977 0.273 -2.58 -1.00 1.32
C -3.063 -0.657 -1.151 3.21 1.46 0.34
O -2.737 -0.942 1.496 1.17 0.12 -1.56
O -1.191 -2.168 -0.073 -0.05 0.06 0.14
O 2.306 -0.981 1.286 0.40 1.12 -1.58
C 2.997 -0.180 0.343 -2.51 1.71 -2.26
H -0.450 -1.142 2.898 -2.87 0.91 0.53
H 0.933 -2.093 2.956 1.45 -1.08 0.58
H -0.530 2.823 0.843 0.99 1.16 -0.70
H -1.016 3.153 -0.955 0.13 1.23 0.50
H 0.453 2.362 -0.666 1.86 -0.76 -0.17
H -3.944 -1.077 -0.841 -2.16 -1.30 0.79
H -3.204 0.436 -1.227 0.23 -0.68 -0.43
H -2.589 -1.201 -1.978 -0.33 0.62 0.02
H 3.968 -0.434 0.483 2.99 -1.29 -0.37
H 3.042 0.933 0.481 -0.79 -0.79 0.66
H 2.560 -0.278 -0.735 1.09 -0.31 1.82
C 1.003 -2.699 -1.433 0.62 1.36 -1.83
N 1.084 -1.864 -2.239 -0.25 -1.56 1.65
H 1.041 -3.531 -0.757 -0.22 0.25 0.05
```
Positions in Å, forces in eV/Å.

Output
frontier orbital gap (alpha / beta)	8.464 / 8.465	eV
SMILES string	C=C(/N=C(/OC)S(C)(=O)=O)OC.C#N
LUMO (alpha / beta)	0.0103 / 0.0103	Eh
F_max	3.790	eV Å⁻¹

[4]
A gas-phase ion, C7H12N3 (charge +1) in a non-equilibrium geometry. Source: OMol25; level of theory: wB97M-V/def2-TZVPD.

```
22
Properties=species:S:1:pos:R:3:forces:R:3
C -3.086 0.544 -1.150 0.68 -3.65 4.68
N -2.008 -0.009 0.217 -3.89 1.75 -2.05
N -0.940 0.799 0.504 -2.01 1.34 0.85
C 0.293 0.433 0.412 3.69 -0.56 -0.81
C 1.196 1.485 0.221 2.31 3.26 -0.52
C 2.534 1.313 -0.108 -0.09 -0.49 0.11
C 3.023 -0.008 -0.192 1.02 -0.32 1.59
C 2.165 -0.969 0.251 0.00 0.19 -1.98
N 0.827 -0.810 0.411 -0.35 1.16 0.11
C -0.046 -1.953 0.441 -3.33 0.11 2.86
H -3.748 1.205 -0.657 -0.21 1.42 -0.06
H -2.632 0.725 -2.063 1.13 0.68 -1.29
H -3.620 -0.415 -1.120 0.13 0.27 -0.68
H -2.740 0.053 0.963 1.14 0.03 -0.56
H -0.904 1.818 0.620 -1.53 -0.42 -0.16
H 0.890 2.597 0.228 -0.08 -2.08 0.12
H 3.270 2.107 -0.307 -0.97 -0.03 0.12
H 4.112 -0.283 -0.320 -1.56 0.51 -0.13
H 2.398 -1.975 0.109 0.67 -1.58 0.42
H -0.223 -2.339 1.531 0.52 0.83 -1.76
H -1.086 -1.553 0.107 2.03 -1.36 0.31
H 0.325 -2.764 -0.098 0.69 -1.07 -1.15
```
Positions in Å, forces in eV/Å.

Output
charge	+1
frontier orbital gap	9.025	eV
SMILES string	CN/[NH+]=c1/ccccn1C
LUMO	-0.1346	Eh
F_max	5.972	eV Å⁻¹

[5]
A gas-phase ion, C7H12N3 (charge +1) in a non-equilibrium geometry. Source: OMol25; level of theory: wB97M-V/def2-TZVPD.

```
22
Properties=species:S:1:pos:R:3:forces:R:3
C 0.384 0.188 2.481 -0.80 -2.43 2.15
C 0.625 -0.752 1.312 1.02 0.91 -1.19
C -0.228 -0.620 0.021 0.27 4.33 0.39
C -1.667 -0.628 0.275 0.90 -1.01 0.29
N -2.737 -0.690 0.669 -0.94 0.19 0.06
C 0.268 -1.383 -1.150 0.96 0.49 -2.07
C 0.231 -0.373 -2.340 0.71 -0.52 -1.80
N 0.197 0.986 -1.850 -0.04 0.41 -1.33
C -0.141 1.042 -0.611 0.36 -2.49 0.84
N -0.419 2.015 0.177 -0.96 2.63 2.00
H -0.665 -0.084 2.876 1.20 1.28 -0.66
H 0.592 1.205 2.189 -0.04 0.29 0.67
H 1.018 -0.138 3.409 -0.76 0.83 -1.97
H 0.528 -1.756 1.616 -0.22 -1.36 0.46
H 1.657 -0.662 0.930 -0.21 0.03 0.29
H -0.443 -2.141 -1.396 -0.08 -0.87 -0.10
H 1.316 -1.794 -1.121 -1.21 0.37 0.67
H 1.180 -0.344 -2.965 -1.44 -1.00 0.30
H -0.717 -0.443 -2.929 1.04 -0.61 -0.01
H 0.174 1.630 -2.685 -0.04 -0.01 2.12
H -0.721 1.657 1.126 0.31 1.36 -1.45
H -0.433 3.084 -0.032 -0.02 -2.83 0.36
```
Positions in Å, forces in eV/Å.

Output
charge	+1
frontier orbital gap	11.849	eV
SMILES string	CC[C@]1(C#N)CCNC1=[NH2+]
LUMO	-0.1152	Eh
F_max	4.357	eV Å⁻¹

[6]
A gas-phase ion, C7H12N3O (charge +1) in a non-equilibrium geometry. Source: OMol25; level of theory: wB97M-V/def2-TZVPD.

```
23
Properties=species:S:1:pos:R:3:forces:R:3
C 1.083 1.817 -0.259 0.49 -1.90 -0.64
C 1.498 0.574 -0.552 0.71 1.07 -0.57
C 2.205 -0.020 -1.757 -0.55 2.47 -1.31
N 1.254 -0.554 0.361 -3.44 1.53 -1.76
C -0.035 -1.359 -0.027 -2.65 -0.59 1.50
C -1.237 -0.447 0.105 2.24 -0.36 0.59
C -1.693 0.323 -0.891 -2.55 0.16 0.48
O -2.748 1.087 -0.396 2.51 -1.16 -1.43
N -2.770 0.865 0.932 -1.96 1.35 1.59
C -1.904 -0.004 1.306 0.05 0.53 -3.86
N -1.692 -0.269 2.592 0.69 -1.34 1.68
H 1.262 2.667 -0.893 0.16 -0.02 -0.21
H 0.460 1.962 0.591 -0.24 0.26 0.72
H 3.001 0.687 -2.186 -1.39 -1.11 0.47
H 1.361 -0.189 -2.470 1.01 0.17 -0.09
H 2.637 -0.983 -1.586 0.49 -0.53 0.29
H 1.232 -0.164 1.274 -0.45 -0.17 1.48
H 2.047 -1.054 0.196 2.69 -2.47 0.33
H -0.208 -2.134 0.791 0.90 0.61 -1.29
H -0.193 -1.828 -1.056 1.71 0.63 1.29
H -1.521 0.225 -1.946 -0.13 0.51 -0.23
H -1.556 -1.259 2.761 0.03 0.10 0.26
H -2.481 0.058 3.112 -0.31 0.27 0.73
```
Positions in Å, forces in eV/Å.

Output
charge	+1
frontier orbital gap	9.605	eV
SMILES string	C=C(C)[NH2+]Cc1conc1N
LUMO	-0.1187	Eh
F_max	4.158	eV Å⁻¹

[7]
A gas-phase ion, C7H12N3O (charge +1) in a non-equilibrium geometry. Source: OMol25; level of theory: wB97M-V/def2-TZVPD.

```
23
Properties=species:S:1:pos:R:3:forces:R:3
C 2.305 -0.211 1.471 -1.80 -2.03 -0.58
C 1.242 0.176 0.428 1.05 -0.94 -0.81
N 1.281 -0.147 -0.866 -0.85 -0.29 0.00
C 0.066 0.246 -1.569 -0.04 1.07 -0.91
C -0.697 -0.899 -2.206 0.81 2.32 3.48
C -1.563 -1.601 -1.509 -1.93 -1.28 -0.44
N -2.011 -1.573 -0.219 -2.75 1.57 2.66
C -0.693 0.979 -0.506 1.20 0.99 0.72
O -1.691 1.601 -0.567 -0.90 0.24 0.05
N 0.145 0.941 0.696 1.72 -2.00 -2.38
C -0.109 1.640 1.898 -0.24 1.07 1.35
H 2.470 0.720 1.931 0.95 0.94 1.04
H 3.213 -0.724 1.057 -0.99 0.84 0.19
H 1.828 -0.939 2.251 0.68 1.39 -1.39
H 1.819 -0.646 -1.582 0.97 -0.27 1.92
H 0.445 1.004 -2.321 -0.97 -0.63 0.54
H -0.366 -1.203 -3.104 0.66 -0.95 -3.16
H -2.065 -2.367 -2.068 0.03 -0.59 -0.19
H -3.015 -1.878 0.020 2.17 -0.40 -1.41
H -2.101 -0.660 0.279 1.07 -0.70 -0.78
H -0.798 2.452 1.564 -0.04 -0.78 0.91
H -0.510 0.889 2.642 0.20 1.44 -0.43
H 0.805 2.201 2.278 -1.01 -1.03 -0.38
```
Positions in Å, forces in eV/Å.

Output
charge	+1
frontier orbital gap	8.893	eV
SMILES string	CC1=[NH+][C@@H](/C=C\N)C(=O)N1C
LUMO	-0.1380	Eh
F_max	4.263	eV Å⁻¹

[8]
A gas-phase ion, C7H12N3O (charge +1) in a non-equilibrium geometry. Source: OMol25; level of theory: wB97M-V/def2-TZVPD.

```
23
Properties=species:S:1:pos:R:3:forces:R:3
C 1.474 2.189 -0.030 -4.07 2.06 0.00
C 1.373 0.771 0.416 1.28 -1.38 -1.86
C 0.228 0.388 1.131 -1.27 0.28 1.16
N -0.825 -0.008 1.402 2.41 1.63 0.80
C -1.832 -0.862 1.022 1.52 -5.61 -1.94
C -3.058 -0.207 0.712 -3.22 3.96 1.64
N -2.893 0.488 -0.570 -0.54 2.04 -1.17
O -3.218 1.655 -0.610 0.35 -1.84 0.57
N -1.267 -1.543 -0.448 0.06 0.36 5.01
C 0.206 -1.549 -0.416 -0.42 -1.49 1.91
C 1.017 -0.305 -0.770 1.50 0.17 0.79
H 0.440 2.541 -0.548 2.32 -0.71 1.29
H 2.232 2.438 -0.730 0.91 -0.35 -0.46
H 1.605 2.761 0.900 0.03 0.33 -0.57
H 2.368 0.541 0.812 -0.59 -0.64 0.60
H -1.922 -1.779 1.740 0.24 1.93 -1.11
H -3.475 0.604 1.486 1.11 -1.86 -1.27
H -3.827 -0.929 0.588 -0.75 -0.71 -0.34
H -1.677 -0.946 -1.115 -0.11 0.85 -1.31
H 0.410 -2.301 -1.121 0.75 -0.82 -1.24
H 0.577 -2.102 0.580 -0.81 1.45 -1.91
H 1.999 -0.638 -1.097 0.09 -0.13 0.02
H 0.627 0.251 -1.586 -0.79 0.47 -0.62
```
Positions in Å, forces in eV/Å.

Output
charge	+1
frontier orbital gap	8.854	eV
SMILES string	C[C@H]1C#[N+][C@@H](CN=O)NCC1
LUMO	-0.1585	Eh
F_max	6.130	eV Å⁻¹

[9]
A gas-phase ion, C7H12NO2 (charge +1) in a non-equilibrium geometry. Source: OMol25; level of theory: wB97M-V/def2-TZVPD.

```
22
Properties=species:S:1:pos:R:3:forces:R:3
C -1.827 0.655 -0.812 1.38 1.12 -3.10
C -0.804 -0.172 -0.133 1.01 -3.61 -1.19
C 0.507 -0.354 -1.053 0.09 0.91 -0.94
C 1.769 -0.812 -0.275 -2.17 2.01 0.96
C 2.921 -1.411 -0.948 0.05 1.74 0.48
O 1.895 -2.156 -0.253 0.51 -1.74 -0.75
O 1.802 -0.170 0.997 0.70 -0.58 -0.16
C 0.686 -0.497 1.871 1.88 1.12 -0.10
C -0.389 0.285 1.157 0.74 -0.48 2.91
N -0.908 1.302 1.770 -1.90 -0.69 -1.70
H -1.266 1.666 -0.800 -1.56 -0.99 -0.75
H -2.711 0.714 -0.241 -1.34 0.16 0.40
H -2.081 0.293 -1.952 0.74 1.02 3.07
H -1.154 -1.238 0.147 0.28 1.21 -0.54
H 0.446 -1.172 -1.841 -0.76 1.34 0.76
H 0.529 0.718 -1.526 0.75 -2.12 0.56
H 2.911 -1.213 -2.027 -0.12 -1.11 0.18
H 3.898 -1.377 -0.470 -0.25 -0.17 0.05
H 1.062 -0.053 2.855 -1.12 -0.60 -1.18
H 0.502 -1.578 1.983 -0.04 0.38 -0.23
H -0.833 1.407 2.759 0.34 0.33 0.63
H -1.791 1.587 1.313 0.79 0.75 0.64
```
Positions in Å, forces in eV/Å.

Output
charge	+1
frontier orbital gap	9.688	eV
SMILES string	C[C@H]1C[C@@]2(CO2)OCC1=[NH2+]
LUMO	-0.1666	Eh
F_max	3.933	eV Å⁻¹

[10]
2 unconnected molecules or ions with the total composition C7H12NO8P3. Source: OMol25; level of theory: wB97M-V/def2-TZVPD.

```
31
Properties=species:S:1:pos:R:3:forces:R:3
N 2.687 0.623 2.203 -0.11 -0.06 0.04
P 2.561 -0.624 1.008 0.31 0.10 -0.47
O 2.980 -2.032 1.894 -0.16 0.06 0.27
P 0.254 -0.958 1.062 0.09 0.29 -0.45
C -1.658 -1.290 1.162 -0.10 -0.22 0.32
P -2.305 -1.241 2.803 0.38 0.53 0.24
O -1.783 -0.161 3.668 -0.14 -0.16 -0.15
O -3.923 -1.177 2.759 0.07 -0.21 -0.01
O -2.062 -2.713 3.422 -0.27 0.00 -0.11
H 1.796 1.072 2.409 0.01 -0.01 0.05
H 3.147 0.362 3.064 0.01 0.05 0.03
H 3.502 -1.801 2.665 0.03 -0.08 0.06
H 0.080 0.270 1.756 0.03 -0.02 0.01
H 0.527 -2.194 1.742 0.05 0.07 0.10
H 0.183 -1.042 -0.336 -0.02 -0.11 0.02
H -1.832 -2.282 0.733 -0.13 0.07 -0.15
H -2.139 -0.536 0.534 0.14 0.02 -0.09
H -4.152 -0.241 2.808 -0.09 -0.04 0.06
H -1.467 -3.214 2.855 0.07 -0.04 0.02
C -0.882 0.875 -3.570 -0.11 -0.09 -0.09
C -0.512 0.847 -2.232 0.41 0.31 0.23
C 0.750 1.646 -1.803 0.08 0.00 -0.15
O 1.045 1.644 -0.584 0.08 -0.24 0.12
C 1.490 2.296 -2.800 0.14 0.09 0.28
C 1.138 2.338 -4.167 -0.17 -0.11 -0.06
C -0.183 1.599 -4.575 -0.07 -0.01 0.01
O -0.570 1.664 -5.749 0.13 0.04 -0.01
O 1.786 2.906 -5.058 0.03 0.02 0.05
O -1.087 0.236 -1.299 -0.65 -0.32 -0.14
H -1.765 0.331 -3.898 -0.03 0.00 0.10
H 2.397 2.797 -2.472 0.00 0.06 -0.13
```
Positions in Å, forces in eV/Å.

Output
charge	-2
frontier orbital gap	4.932	eV
LUMO	0.1653	Eh
F_max	0.733	eV Å⁻¹